No. 1
Below is a molecular structure, C39H31CdN9O3PS2, with properties calculated with ωB97M-V/def2-TZVPD.

Values from the calculation:
Kohn-Sham gap: 7.24 eV
LUMO: 2.207 eV
relative energy (zero: lowest compared OMol25 entry of this formula, charge and spin): 15.1 kcal per mole
HOMO: -5.03 eV
charge: -1

```
86
Properties=species:S:1:pos:R:3:forces:R:3:lowdin_charge:R:1
Cd 0.4816 -0.4895 0.0855 0.030 0.119 -0.190 1.400
N 1.7110 5.1426 2.3656 0.009 -0.027 0.061 0.065
C 1.9279 4.4348 1.4714 0.037 -0.002 -0.044 -0.438
N 2.2611 3.6887 0.4350 -0.075 0.004 0.042 0.053
C 1.5894 2.6175 0.1905 0.056 -0.029 0.013 -0.392
N 1.0323 1.6395 -0.1122 0.036 -0.043 -0.044 0.026
C -1.5096 1.1172 3.1561 -0.039 -0.077 -0.014 -0.007
C -1.9712 1.6516 1.8328 -0.020 0.069 0.015 -0.389
O -1.6199 1.1527 0.7833 0.088 -0.077 0.033 -0.054
C -2.8965 2.8302 1.8076 0.008 -0.029 -0.013 -0.147
C -3.5326 3.2933 2.9548 -0.003 0.004 -0.015 -0.031
C -4.3906 4.3811 2.8857 0.004 -0.006 0.007 -0.082
C -4.6033 5.0181 1.6724 -0.006 0.013 -0.006 -0.090
C -3.9629 4.5654 0.5256 0.011 -0.011 -0.012 -0.075
C -3.1162 3.4726 0.5917 -0.013 0.003 0.018 -0.012
H -0.7256 0.3764 3.0146 -0.018 0.014 0.009 0.039
H -2.3488 0.6182 3.6500 -0.007 0.028 0.008 0.099
H -1.1649 1.9201 3.8086 0.017 0.009 0.000 0.094
H -3.3629 2.8033 3.9042 -0.001 0.005 0.006 0.107
H -4.8871 4.7355 3.7798 0.003 0.000 0.002 0.100
H -5.2639 5.8745 1.6199 -0.002 -0.002 0.004 0.099
H -4.1205 5.0699 -0.4189 -0.004 0.002 0.002 0.102
H -2.6031 3.1032 -0.2863 0.002 0.006 0.000 0.118
N 4.5945 3.1221 5.7403 0.016 0.003 0.006 0.091
C 4.0292 2.0431 5.0628 -0.021 0.013 -0.016 -0.317
C 4.5119 0.7493 5.2503 0.002 0.006 0.005 -0.035
C 3.9190 -0.3224 4.6010 0.053 -0.022 0.005 -0.071
C 2.8398 -0.1067 3.7635 -0.084 0.037 -0.016 -0.303
C 2.3522 1.1832 3.5687 -0.002 0.001 -0.002 -0.054
C 2.9345 2.2504 4.2160 -0.001 0.016 0.021 -0.018
S 2.0621 -1.4366 2.9079 0.083 -0.042 0.048 0.520
O 0.6416 -1.3697 3.1792 0.051 0.034 0.000 -0.339
O 2.7683 -2.6458 3.2639 0.012 -0.006 -0.012 -0.327
N 2.1970 -1.0941 1.3611 -0.233 0.003 0.119 -0.276
C 3.3539 -1.1114 0.6405 -0.072 0.067 -0.138 -0.772
S 4.9449 -1.4621 1.2181 0.079 -0.015 0.045 1.026
C 5.5562 -1.1846 -0.3705 -0.036 0.019 -0.039 -0.422
C 4.5364 -0.8728 -1.2015 0.027 -0.019 0.001 -0.270
N 3.2891 -0.8277 -0.6361 0.018 0.000 0.072 -0.004
H 5.5608 3.0014 5.9982 -0.006 -0.003 -0.005 0.082
H 4.4255 4.0180 5.3099 -0.010 0.000 -0.007 0.089
H 5.3592 0.5836 5.9060 -0.001 -0.004 -0.001 0.106
H 4.2951 -1.3283 4.7325 -0.017 -0.001 -0.002 0.110
H 1.5189 1.3519 2.8961 0.021 -0.006 0.006 0.092
H 2.5533 3.2525 4.0565 0.010 0.025 -0.040 0.087
H 6.6001 -1.3026 -0.6047 0.003 0.002 0.015 0.052
H 4.6394 -0.6726 -2.2578 -0.002 -0.001 -0.003 0.099
C -5.6657 -4.3453 -1.5533 -0.010 -0.004 -0.001 -0.104
C -5.5575 -2.9631 -1.6289 0.002 0.016 -0.002 -0.092
C -4.5435 -2.3073 -0.9484 -0.024 -0.025 -0.013 -0.105
C -3.6080 -3.0174 -0.1937 0.006 -0.038 -0.012 -0.353
C -3.7318 -4.4038 -0.1225 -0.017 -0.020 -0.017 -0.097
C -4.7536 -5.0632 -0.7946 0.005 0.018 0.001 -0.091
P -2.2711 -2.0108 0.5879 -0.025 -0.044 0.045 1.055
C -1.4855 -3.2985 1.6264 0.043 -0.035 0.039 -0.330
C -2.2709 -3.6062 2.7478 0.008 0.025 -0.001 -0.128
C -1.8638 -4.4695 3.7415 -0.023 0.005 0.007 -0.089
C -0.6072 -5.0544 3.6497 0.010 -0.004 0.003 -0.077
C 0.1857 -4.7819 2.5589 -0.015 0.008 -0.014 -0.029
C -0.2380 -3.9237 1.5360 0.009 -0.043 0.004 -0.218
C -1.1188 -1.8111 -0.8084 0.107 0.135 0.044 -0.511
C -1.6834 -0.8470 -1.7793 -0.011 -0.037 -0.066 -0.238
C -1.6774 -1.0293 -3.1054 -0.001 0.031 0.058 -0.121
C -1.1189 -2.2543 -3.6667 -0.004 -0.018 -0.016 -0.100
C -0.6328 -3.2272 -2.9010 0.011 0.035 -0.055 -0.068
C -0.6586 -3.1714 -1.3962 -0.062 -0.028 0.095 -0.261
H -6.4602 -4.8589 -2.0805 0.001 -0.001 -0.001 0.094
H -6.2665 -2.3928 -2.2163 -0.006 -0.007 0.000 0.098
H -4.4730 -1.2268 -1.0046 0.012 -0.001 0.003 0.097
H -3.0295 -4.9776 0.4705 -0.001 0.001 -0.007 0.099
H -4.8319 -6.1414 -0.7268 0.000 -0.001 -0.002 0.098
H -3.2363 -3.1181 2.8373 0.002 0.004 -0.002 0.100
H -2.5064 -4.6635 4.5906 0.005 -0.005 0.002 0.098
H -0.2425 -5.7116 4.4283 0.001 -0.002 -0.002 0.103
H 1.1742 -5.2185 2.4858 0.004 -0.008 0.006 0.120
H 1.6908 -3.8975 0.8735 -0.014 -0.014 0.004 0.116
H -2.0937 0.0659 -1.3580 -0.009 0.008 0.005 0.075
H -2.0624 -0.2640 -3.7663 -0.004 -0.005 -0.003 0.088
H -1.1063 -2.3745 -4.7440 0.005 0.005 0.002 0.094
H -0.2359 -4.1295 -3.3484 0.023 -0.003 0.025 0.103
H -1.3506 -3.9601 -1.0551 -0.009 0.006 -0.025 0.125
N 0.7481 -3.7453 0.5285 -0.025 0.031 0.057 0.133
C 0.6679 -3.5406 -0.8010 -0.023 -0.017 -0.170 -0.329
N 1.7055 -3.6188 -1.5880 0.042 -0.037 0.182 0.135
C 2.8618 -3.9745 -1.0262 0.002 0.029 -0.110 -0.373
N 3.8774 -4.3046 -0.5792 -0.019 -0.040 -0.004 0.148
```
Forces are in eV/Å.

No. 2
Below is a molecular structure, C39H31F10N4OPS2Sc, with properties calculated with ωB97M-V/def2-TZVPD.

Values from the calculation:
Kohn-Sham gap (spin up / spin down): 4.35 / 5.96 eV
LUMO (spin up / spin down): 3.918 / 3.915 eV
relative energy (zero: lowest compared OMol25 entry of this formula, charge and spin): 63.4 kcal per mole
HOMO (spin up / spin down): -0.43 / -2.05 eV
charge: -2
spin multiplicity: 2

```
89
Properties=species:S:1:pos:R:3:forces:R:3:mulliken_spin:R:1
Sc -0.1731 0.0577 -1.5871 0.400 -0.031 0.155 0.020
C -4.3035 0.2075 -1.0565 -0.058 -0.084 0.068 0.003
C -2.9956 0.6999 -0.5209 -0.012 0.061 -0.101 0.096
N -2.0185 -0.1384 -0.2691 0.006 -0.171 -0.212 -0.020
N -2.3126 -1.4628 -0.4244 -0.010 0.227 0.095 0.194
C -1.5237 -2.3040 0.2642 -0.055 0.008 -0.128 0.377
S -0.3170 -1.6753 1.4191 0.115 -0.027 0.112 0.026
S -2.0735 -3.9324 0.4258 -0.134 -0.130 0.136 0.019
C -3.6694 -3.6759 1.3454 -0.001 0.048 0.111 0.079
C -3.4731 -2.9781 2.6589 0.003 0.044 0.002 0.000
C -3.3658 -1.5858 2.7093 -0.076 -0.189 -0.105 -0.017
C -3.0761 -0.9310 3.8965 0.016 0.058 0.117 0.009
C -2.9213 -1.6630 5.0665 -0.009 -0.026 -0.025 0.004
C -3.0533 -3.0471 5.0392 0.005 -0.023 -0.011 0.002
C -3.3197 -3.6983 3.8427 0.038 -0.011 -0.012 0.001
C -2.8645 2.1105 -0.1265 0.130 -0.061 0.237 0.047
C -3.1452 3.1250 -1.0425 0.043 -0.105 0.067 0.064
C -3.1037 4.4673 -0.6997 0.008 0.044 0.026 -0.006
C -2.8415 4.7921 0.6402 -0.032 0.117 -0.087 0.011
C -2.6054 3.8242 1.5827 0.045 -0.167 0.050 0.001
C -2.5605 2.4160 1.2725 -0.069 0.001 -0.092 0.028
O -2.3041 1.5524 2.1560 -0.050 0.133 -0.259 0.007
H -4.8615 -0.2978 -0.2573 0.025 -0.002 -0.010 0.005
H -4.8999 1.0460 -1.4127 0.010 -0.015 -0.013 -0.001
H -4.1506 -0.5284 -1.8463 -0.010 0.020 -0.007 0.007
H -4.3244 -3.1002 0.6915 0.054 0.005 -0.036 -0.001
H -4.0937 -4.6734 1.4844 0.043 0.007 -0.019 -0.004
H -3.4797 -1.0069 1.8024 0.030 0.067 0.004 0.014
H -2.9437 0.1454 3.8738 -0.013 -0.055 -0.048 0.000
H -2.6881 -1.1578 5.9971 -0.005 -0.009 -0.007 0.000
H -2.9316 -3.6233 5.9506 -0.005 0.007 -0.020 0.000
H -3.3901 -4.7822 3.8183 0.006 0.036 0.004 0.000
H -3.3644 2.8375 -2.0685 -0.003 0.018 0.021 0.003
H -3.2894 5.2371 -1.4385 0.000 -0.006 0.016 0.001
H -2.8294 5.8369 0.9436 -0.001 -0.016 -0.023 0.002
H -2.4075 4.0885 2.6180 0.000 0.007 -0.044 0.002
C 1.9881 4.5051 2.7465 0.036 0.029 0.033 0.000
C 1.4967 3.4527 1.7969 -0.004 -0.013 -0.008 0.000
C 1.9000 2.1268 1.8954 -0.015 0.018 -0.013 0.003
C 1.4203 1.1982 0.9935 0.006 -0.035 -0.007 -0.002
N 0.5596 1.5108 0.0235 -0.088 -0.042 0.000 0.001
C 0.1772 2.7880 -0.0837 0.099 0.035 0.024 0.000
C 0.6244 3.7768 0.7702 -0.044 -0.017 -0.047 -0.004
H 2.6825 4.0876 3.4763 -0.010 0.005 -0.011 0.000
H 1.1497 4.9508 3.2864 0.013 -0.008 -0.019 0.000
H 2.4956 5.3068 2.2041 -0.022 -0.016 0.002 0.000
H 2.5863 1.8089 2.6700 0.004 0.004 0.005 0.001
H 1.7320 0.1632 1.0415 0.000 -0.005 0.015 0.002
H -0.5156 3.0348 -0.8784 0.003 -0.001 0.013 -0.001
H 0.2672 4.7885 0.6272 0.021 -0.022 0.023 0.000
F -1.2476 1.1045 -3.1704 -0.012 -0.054 -0.202 0.000
P -1.6997 0.0079 -4.4558 0.150 0.189 0.311 0.003
F -3.2082 0.4675 -4.2380 -0.063 0.004 0.029 0.001
F -1.8426 -1.0732 -3.2509 -0.001 -0.069 -0.002 0.001
F -0.1427 -0.3918 -4.5486 -0.040 -0.024 -0.077 0.000
F -2.0965 -1.0432 -5.5716 -0.078 -0.073 -0.054 0.000
F -1.4627 1.1922 -5.4929 -0.005 0.078 -0.047 0.000
F 0.7987 -1.5358 -1.6592 -0.214 0.288 0.032 -0.002
C 1.7362 1.0976 -2.6813 -0.192 -0.116 -0.002 0.002
C 2.1984 2.4007 -2.3221 0.002 0.132 0.071 -0.002
C 3.2259 2.5980 -1.3659 -0.011 0.006 -0.032 0.000
C 3.5980 3.8505 -0.9423 -0.066 0.035 -0.068 0.000
C 2.9744 4.9944 -1.4617 0.001 -0.173 -0.039 0.000
C 1.9713 4.8339 -2.4288 0.041 -0.070 0.024 0.000
C 1.5996 3.5771 -2.8445 0.028 -0.038 0.028 0.000
C 3.3523 6.2856 -1.0018 0.024 0.261 0.089 0.000
N 3.6554 7.3319 -0.6182 0.005 -0.063 -0.022 0.000
H 2.4479 0.2970 -2.4832 0.019 -0.017 0.020 0.000
H 1.3356 1.0449 -3.6898 0.004 -0.024 -0.021 0.000
H 3.7187 1.7283 -0.9463 -0.018 -0.013 -0.017 0.000
H 4.3734 3.9615 -0.1933 0.004 0.020 -0.001 0.000
H 1.4784 5.7071 -2.8390 0.014 0.013 0.019 0.000
H 0.8061 3.4685 -3.5756 0.000 -0.008 -0.004 0.000
F 5.2760 -7.6504 -2.5558 0.024 -0.015 -0.025 0.000
C 5.4147 -7.4346 -1.2345 0.056 -0.110 -0.028 0.000
F 5.2391 -8.6402 -0.6354 -0.004 -0.020 0.006 0.000
F 6.7129 -7.1175 -1.0259 0.057 0.008 -0.005 0.000
C 4.4855 -6.3977 -0.7148 -0.047 0.080 0.070 0.010
C 3.4016 -5.9694 -1.4708 -0.008 0.012 0.022 -0.001
C 2.5321 -5.0248 -0.9607 -0.031 0.020 -0.001 0.005
C 2.7264 -4.4961 0.3235 0.188 -0.074 0.022 -0.037
C 3.8275 -4.9386 1.0756 -0.101 0.021 -0.087 0.009
C 4.6967 -5.8782 0.5598 -0.017 0.013 -0.020 -0.004
C 1.8127 -3.5363 0.8194 -0.174 0.156 0.042 -0.003
C 0.9520 -2.7264 1.0835 0.011 -0.097 -0.027 0.040
H 3.2401 -6.3653 -2.4646 0.019 -0.003 0.019 0.000
H 1.6954 -4.6706 -1.5485 0.007 0.025 0.029 0.005
H 3.9835 -4.5315 2.0653 0.004 0.000 0.006 0.000
H 5.5450 -6.2085 1.1471 -0.005 -0.013 -0.029 0.000
```
Forces are in eV/Å.

These records have electronic energy values of -3528.8677; -4696.5270 Eh, in the order they appear.